Computed, not measured: a structure of composition C21H49N7O11SZn in a non-equilibrium geometry, with ωB97M-V with the def2-TZVPD basis set.

Values from the calculation:
ΔE to the lowest compared entry with this formula, charge and spin   0.000 eV
Kohn-Sham gap   0.2938 Eh
LUMO   -1.0516 eV
Multiplicity   1
Total charge   0
E   -4218.24486 Eh
HOMO energy   -9.05 eV

XYZ file:
```
90
Properties=species:S:1:pos:R:3:forces:R:3:mulliken_charge:R:1
Zn 1.7230 0.5464 2.6646 -0.3 -0.2 -0.6 0.750
S -0.1060 0.0656 0.8304 1.0 0.0 1.2 1.450
O -0.1856 0.6659 2.2299 -1.5 0.0 -0.1 -1.057
O -0.9514 -1.0997 0.6571 0.1 0.2 0.0 -0.580
O -0.3360 1.1075 -0.1598 0.1 -0.3 0.0 -0.414
O 1.3591 -0.3594 0.8914 0.3 -0.2 -1.2 -1.236
C 3.0725 -3.1136 3.0318 0.4 0.1 0.1 -1.220
C 1.8360 -2.3937 3.4531 0.3 0.2 -0.1 1.038
O 1.8501 -1.1522 3.6329 0.3 0.7 0.2 -0.880
N 0.7338 -3.0716 3.6623 -0.5 0.0 -0.1 -0.028
C -0.5605 -2.4355 3.9129 0.1 -0.3 0.8 -0.602
H 2.9969 -4.1930 3.1357 0.0 0.0 0.0 0.414
H 3.8999 -2.7333 3.6311 0.0 -0.1 0.1 0.386
H 3.3108 -2.8663 1.9951 -0.2 0.0 -0.1 0.161
H 0.7726 -4.0767 3.6831 0.1 0.0 -0.2 0.298
H -0.6483 -1.4952 3.3804 0.0 -0.1 -0.2 0.065
H -0.6687 -2.2489 4.9852 0.0 0.1 -0.1 0.372
H -1.3383 -3.1426 3.6387 0.0 0.1 -0.2 0.319
C -3.4986 0.6081 -1.4839 0.3 -0.2 0.4 -0.140
C -3.8642 1.9484 -0.8994 -0.2 0.1 0.1 0.700
O -4.9921 2.4044 -0.9066 -0.1 0.1 -0.1 -0.725
N -2.8009 2.5842 -0.3325 0.1 -0.2 -0.4 0.583
C -2.8802 3.8645 0.2997 -0.1 0.4 0.8 -1.049
H -2.6391 0.7263 -2.1444 -0.1 -0.1 -0.2 0.026
H -4.3273 0.1085 -1.9720 -0.1 0.3 -0.2 0.414
H -3.1755 -0.0404 -0.6637 0.0 0.0 0.0 -0.211
H -1.9323 2.0645 -0.2717 -0.1 0.1 0.0 -0.489
H -2.5807 3.7799 1.3526 0.0 0.1 -0.1 0.282
H -3.9019 4.2376 0.2995 -0.1 -0.2 -0.2 0.413
H -2.2562 4.6384 -0.1603 0.1 -0.2 -0.2 0.239
C -3.5218 -3.1407 1.5471 0.5 0.1 0.1 -0.371
C -4.1421 -1.8914 2.1360 0.1 0.2 -0.3 0.714
O -5.2485 -1.9257 2.6417 -0.2 0.0 0.3 -0.708
N -3.4073 -0.7600 2.0465 0.5 -0.1 -0.1 0.478
C -3.8237 0.4922 2.6259 -0.6 0.1 -0.1 -1.009
H -3.7384 -3.9540 2.2367 -0.2 -0.2 -0.2 0.350
H -2.4365 -3.0743 1.4346 -0.1 0.2 0.0 -0.384
H -3.9363 -3.3281 0.5582 -0.2 -0.2 0.1 0.255
H -2.5341 -0.7743 1.5300 -0.2 -0.3 0.2 -0.144
H -4.1294 0.3460 3.6625 0.0 0.0 0.0 0.394
H -4.6791 0.9056 2.0829 0.0 0.0 0.1 0.330
H -3.0076 1.2089 2.5735 0.1 -0.1 0.0 0.235
C 1.0290 4.1228 0.8620 -0.1 0.5 -0.3 -0.659
C 2.2374 3.3847 1.3302 -0.6 -0.5 -0.2 0.468
O 2.1248 2.3746 2.0548 0.7 -0.1 0.8 -0.483
N 3.4159 3.7993 0.9085 0.2 0.5 -0.2 0.029
C 4.6635 3.2023 1.3115 0.0 -0.6 0.8 -0.940
H 0.1616 3.4701 0.8406 0.1 -0.2 0.0 -0.145
H 1.2186 4.5324 -0.1337 -0.1 0.0 0.0 0.403
H 0.8038 4.9706 1.5124 0.1 -0.1 0.2 0.438
H 3.4411 4.5600 0.2482 -0.1 0.0 0.0 0.322
H 4.7208 3.1877 2.4038 0.1 0.1 -0.1 0.315
H 5.5050 3.7692 0.9350 0.0 0.0 -0.2 0.347
H 4.7149 2.1564 1.0033 0.1 0.1 -0.3 0.294
C 3.2362 -1.8767 -1.7879 -0.1 -0.4 -0.3 -0.940
C 2.5086 -3.1521 -1.3986 -0.3 0.0 -0.2 0.830
O 2.6232 -4.1889 -2.0315 0.1 0.1 0.2 -0.724
N 1.7230 -3.0408 -0.2926 0.3 0.1 -0.1 0.819
C 1.0101 -4.1623 0.2648 0.0 -0.3 -0.3 -0.914
H 2.6954 -0.9873 -1.4732 0.2 0.1 0.3 -0.086
H 3.3424 -1.8560 -2.8708 0.0 -0.1 0.0 0.410
H 4.2436 -1.9426 -1.3740 0.0 0.3 0.1 0.439
H 1.5814 -2.1203 0.1011 0.0 0.0 0.1 -0.315
H 0.0578 -3.8206 0.6671 0.0 0.0 0.2 0.031
H 1.6093 -4.6930 1.0140 -0.1 0.1 0.2 0.274
H 0.8159 -4.9030 -0.5112 0.0 0.1 -0.1 0.447
C 2.8574 1.9365 -1.7221 -0.4 0.0 0.0 -0.436
C 1.9231 2.9894 -2.2922 0.1 0.2 -0.1 0.784
O 2.3773 4.0271 -2.7653 -0.2 -0.1 0.1 -0.737
N 0.6120 2.6710 -2.2646 0.2 -0.2 0.0 0.442
C -0.4269 3.5016 -2.8391 0.4 0.1 -0.3 -0.872
H 3.7331 2.4553 -1.3465 0.2 -0.2 -0.1 0.249
H 3.1257 1.2549 -2.5301 0.2 0.1 0.0 0.471
H 2.3901 1.3306 -0.9401 0.0 0.1 0.0 -0.364
H 0.3561 1.9166 -1.6381 -0.1 0.0 -0.2 -0.331
H -0.9541 4.0724 -2.0746 -0.1 0.0 -0.1 0.133
H -1.1246 2.8987 -3.4204 -0.1 -0.1 0.2 0.267
H 0.0460 4.1819 -3.5458 0.0 0.1 0.2 0.439
C 0.6375 -0.8736 -4.0188 -0.3 -0.2 -0.1 0.114
C -0.5390 -1.4845 -4.7523 0.3 -0.4 0.0 0.213
O -0.5658 -1.6194 -5.9621 -0.1 0.3 0.0 -0.683
N -1.5558 -1.9314 -3.9625 -0.2 0.2 0.1 -0.058
C -1.5347 -2.0847 -2.5162 0.6 -0.6 -0.3 -0.677
H 0.3209 0.0787 -3.5874 0.2 0.0 0.2 -0.092
H 1.4581 -0.7210 -4.7111 -0.1 0.1 -0.1 0.498
H 0.9564 -1.5686 -3.2429 0.0 0.2 0.2 -0.269
H -2.3344 -2.3243 -4.4640 0.1 0.0 -0.1 0.249
H -2.3915 -2.6927 -2.2361 -0.2 0.3 0.1 0.372
H -1.4908 -1.1460 -1.9751 -0.2 0.0 0.1 -0.248
H -0.6656 -2.6869 -2.2250 0.0 0.1 0.1 0.459
```
Forces are in eV/Å.